# 1
This record from the Open Molecules 2025 dataset describes a molecular structure, C46H40AsBrF5LaN4O5PS at a distorted geometry. The level of theory is ωB97M-V/def2-TZVPD.

```
! wB97M-V def2-TZVPD RIJCOSX def2/J DEFGRID3
* xyz -1 1
La -0.1981 -0.2741 -0.1250
C -3.0764 -3.5180 -2.4703
C -2.4299 -2.5482 -1.5329
N -1.1868 -2.2740 -1.5452
O -0.4384 -2.9726 -2.4513
C -3.2345 -1.7655 -0.5382
C -4.6104 -1.3702 -0.9932
N -2.6553 -1.4790 0.5571
O -2.6355 0.7959 -0.5314
H -2.3314 -4.1975 -2.8733
H -3.5342 -2.9808 -3.3042
H -3.8542 -4.0871 -1.9611
H 0.4747 -2.7308 -2.1851
H -5.1101 -2.1938 -1.5032
H -4.4852 -0.5449 -1.6970
H -5.2305 -1.0271 -0.1713
F 4.4940 2.0446 -5.3892
C 3.2966 1.7821 -4.8369
C 3.1970 1.4213 -3.5065
F 4.3047 1.3373 -2.7519
C 1.9555 1.1558 -2.9684
F 1.9157 0.8192 -1.6563
C 0.7578 1.2167 -3.6800
S -0.7694 0.8848 -2.9343
C 0.9097 1.5903 -5.0198
F -0.1671 1.6944 -5.8124
C 2.1389 1.8650 -5.5891
F 2.2230 2.2162 -6.8834
C 0.0746 -0.8656 3.5586
C -0.1409 -1.3099 2.0955
O -0.1896 -2.5308 1.9207
H -0.5531 -1.4537 4.2378
H -0.1191 0.2011 3.6901
H 1.1208 -1.0659 3.8178
C 3.6187 0.9362 2.4975
C 2.4559 1.2992 1.7050
N 1.5227 1.5722 1.0985
H 4.5282 1.1985 1.9603
H 3.5890 -0.1425 2.6438
H 3.5942 1.4511 3.4559
Br 3.2024 -6.3842 2.9936
C 3.3560 -5.3496 1.4127
C 4.1124 -5.8348 0.3567
N 4.2538 -5.1689 -0.7847
C 3.6313 -3.9968 -0.8980
C 2.8762 -3.4322 0.1192
C 2.7283 -4.1246 1.3121
C 2.2078 -2.0965 -0.0323
O 1.5738 -1.8669 -1.1079
O 2.2748 -1.2940 0.9130
H 4.6147 -6.7917 0.4354
H 3.7413 -3.4757 -1.8419
H 2.1177 -3.7133 2.1068
C -2.0372 2.8876 2.8878
C -2.5300 2.0012 4.0423
As -3.9407 2.9049 5.0713
C -2.8622 4.4459 5.6230
C -1.6401 4.2968 6.2760
C -0.8899 5.4068 6.6294
C -1.3554 6.6840 6.3359
C -2.5697 6.8432 5.6882
C -3.3189 5.7259 5.3344
C -3.7700 1.8974 6.7443
C -4.0880 2.5197 7.9506
C -4.0115 1.8253 9.1477
C -3.6243 0.4907 9.1555
C -3.3192 -0.1415 7.9603
C -3.3920 0.5583 6.7612
P -1.6578 1.8856 1.3724
C -3.1408 0.9253 0.7329
C -3.2240 -0.5007 1.4741
C -4.5509 -0.8563 2.0850
C -5.5176 0.0420 2.2583
C -5.4314 1.3746 1.6557
C -4.3962 1.7301 0.8905
C -1.4474 3.3103 0.2195
C -0.4424 4.2093 0.5922
C -0.1678 5.3418 -0.1597
C -0.8930 5.5973 -1.3137
C -1.8757 4.7017 -1.7083
C -2.1461 3.5659 -0.9588
H -1.1377 3.4312 3.1771
H -2.7788 3.6419 2.6062
H -1.7144 1.7286 4.7129
H -2.9646 1.0710 3.6701
H -1.2742 3.3039 6.5144
H 0.0600 5.2786 7.1335
H -0.7687 7.5514 6.6108
H -2.9339 7.8353 5.4529
H -4.2640 5.8519 4.8183
H -4.3847 3.5630 7.9555
H -4.2526 2.3254 10.0777
H -3.5610 -0.0523 10.0900
H -3.0190 -1.1818 7.9564
H -3.1497 0.0481 5.8364
H -2.5266 -0.4775 2.3196
H -4.6635 -1.8797 2.4273
H -6.4326 -0.2346 2.7696
H -6.2652 2.0533 1.7912
H -4.4052 2.6877 0.3827
H 0.1538 4.0094 1.4749
H 0.6245 6.0128 0.1490
H -0.6769 6.4728 -1.9134
H -2.4199 4.8674 -2.6297
H -2.8484 2.8362 -1.3302
*
```

## Properties
gap between HOMO and LUMO	6.2	eV
LUMO level	0.074	Ha
electronic energy	-8452.4316	Eh
energy above the lowest of the compared OMol25 structures with the same formula, charge and spin	29.4	kJ/mol

Mulliken population analysis, charges in e, atoms 1 to 5: La 2.228; C -1.867; C -0.049; N 0.677; O -0.556

---

# 2
This record from the Open Molecules 2025 dataset describes C3H3ClOS in the gas phase at a distorted geometry. The level of theory is ωB97M-V/def2-TZVPD.

```
! wB97M-V def2-TZVPD RIJCOSX def2/J DEFGRID3
* xyz 0 1
O -0.0837 -0.8401 -2.0368
C 0.6599 0.1162 -2.0094
S 0.6249 1.1799 -0.5166
C -0.1911 -0.0313 0.5307
C -0.3584 0.0763 1.8193
Cl -1.6046 -0.8341 2.6702
H 1.3902 0.3397 -2.8397
H -0.6640 -0.8246 -0.0423
H 0.2268 0.8181 2.4247
*
```

## Properties
gap between HOMO and LUMO	9.4	eV
LUMO level	0.009	Ha
electronic energy	-1049.6864	Eh
energy above the lowest of the compared OMol25 structures with the same formula, charge and spin	73.5	kJ/mol

Mulliken population analysis, charges in e, atoms 1 to 5: O -0.437; C 0.104; S -0.097; C -0.333; C -0.115

---

# 3
This record from the Open Molecules 2025 dataset describes C4H9NO2 in the gas phase at a distorted geometry. The level of theory is ωB97M-V/def2-TZVPD.

```
! wB97M-V def2-TZVPD RIJCOSX def2/J DEFGRID3
* xyz 0 1
C -0.2761 1.6113 -0.8685
C -0.6185 0.3090 -0.0398
C -1.6492 0.6625 1.0077
O -2.3793 -0.1589 1.5096
N 0.5314 -0.2882 0.6731
C 1.2671 -1.4363 0.2239
O 1.1170 -1.4617 -1.2354
H 0.7244 1.8929 -0.5647
H -0.9815 2.4098 -0.6220
H -0.5696 1.3206 -1.8641
H -0.9772 -0.4430 -0.7352
H -1.4310 1.5694 1.5803
H 0.2038 -0.5252 1.6072
H 0.8360 -2.4202 0.4273
H 2.3003 -1.2297 0.5286
H 1.9025 -1.8124 -1.6283
*
```

## Properties
gap between HOMO and LUMO	9.7	eV
LUMO level	0.027	Ha
electronic energy	-362.9731	Eh
energy above the lowest of the compared OMol25 structures with the same formula, charge and spin	295.2	kJ/mol

Mulliken population analysis, charges in e, atoms 1 to 5: C -1.330; C 0.657; C -0.335; O -0.438; N -0.453

---

# 4
This record from the Open Molecules 2025 dataset describes 2 unconnected molecules or ions with the total composition C6H18N3 at a distorted geometry. The level of theory is ωB97M-V/def2-TZVPD.

```
! wB97M-V def2-TZVPD RIJCOSX def2/J DEFGRID3
* xyz 1 1
C 2.1278 2.2652 0.6137
C 2.1341 0.9519 1.3584
C 0.5204 1.3129 -1.1000
N 0.9292 2.4472 -0.3661
N 1.3855 0.2217 -1.1487
N -0.6746 1.2754 -1.7662
H 2.1027 3.1794 1.4988
H 2.9956 2.4449 -0.1637
H 1.0340 0.6450 1.8001
H 2.9112 0.7448 2.2981
H 0.2056 3.1560 0.1300
H 2.2588 0.0872 -0.7659
H 1.2366 -0.7320 -1.4022
H -0.9018 2.0566 -2.3476
H -1.2498 0.4546 -1.8620
H 2.6181 0.0408 0.7385
C -2.2242 -1.7214 -0.1189
C -1.2387 -2.7478 -0.5261
C -2.0042 -1.1127 1.2501
H -2.2411 -0.8548 -0.8300
H -3.2746 -2.0945 -0.0215
H -1.5998 -3.4123 -1.3577
H -2.2306 -1.9136 1.9149
H -0.9612 -0.8420 1.2870
H -1.0794 -3.2629 0.4049
H -0.2667 -2.3548 -1.0048
H -2.5128 -0.2348 1.4870
*
```

## Properties
gap between HOMO and LUMO	10.8	eV
LUMO level	-0.131	Ha
electronic energy	-403.3250	Eh
energy above the lowest of the compared OMol25 structures with the same formula, charge and spin	408.6	kJ/mol

Mulliken population analysis, charges in e, atoms 1 to 5: C -0.439; C -0.735; C 0.465; N -0.265; N -0.223